No. 1
Molecular formula: C7H12
Method: DFT, wB97M-V/def2-TZVPD

The relative energy (zero: lowest compared OMol25 entry of this formula, charge and spin) comes out at 455.6 kJ/mol. Its gap between HOMO and LUMO is 8.6 eV. The value obtained for the HOMO energy is -7.59 eV. The calculation puts the strongest force on any atom at 0.27 eV/A. Its total energy is -7448.7090 eV.

Geometry as ORCA input:
```
! RIJCOSX wB97M-V def2-TZVPD def2/J DEFGRID3
* xyz 0 1
C -2.6188 0.1095 -0.0698
C -1.3528 -0.6417 -0.3412
C -0.2764 0.2091 -1.0184
C 0.8283 0.0366 0.0081
C 2.0424 -0.8017 -0.2543
C 2.1790 0.6815 -0.0258
C -0.0102 -0.1801 1.2439
H -3.1155 0.1200 -1.0517
H -2.5060 1.1656 0.2327
H -3.2943 -0.4021 0.6235
H -0.8083 -1.0353 0.7853
H -0.0356 -0.1481 -2.0274
H -0.5548 1.2767 -1.0899
H 2.1859 -1.1820 -1.2623
H 2.3824 -1.4728 0.5310
H 2.4237 1.3099 -0.8794
H 2.6184 1.0177 0.9106
H -0.5031 0.7163 1.6271
H 0.4158 -0.7788 2.0579
*
```

***

No. 2
Molecular formula: C10H19NOS
Method: DFT, wB97M-V/def2-TZVPD

The relative energy (zero: lowest compared OMol25 entry of this formula, charge and spin) comes out at 662.4 kJ/mol. Its gap between HOMO and LUMO (alpha / beta) is 6.3 / 7.6 eV. The value obtained for the HOMO energy (alpha / beta) is -7.60 / -7.98 eV. The calculation puts the strongest force on any atom at 5.06 eV/A. Its total energy is -25044.7477 eV.

Geometry as ORCA input:
```
! RIJCOSX wB97M-V def2-TZVPD def2/J DEFGRID3
* xyz 0 1
C -1.8331 2.7557 0.1792
C -2.1865 1.4442 0.4637
C -1.8228 0.3818 -0.3771
C -1.6856 -1.0515 0.0697
C -2.1500 -2.0269 -1.0532
C -2.3712 -1.4165 1.4042
C 2.9469 -1.1182 -0.8224
C 1.4567 1.0016 -1.1360
C 3.0999 1.0289 0.6874
C 2.3083 0.1777 -0.1705
N -0.2228 -1.2584 0.3680
O 0.5156 0.3891 2.0889
S 1.0231 -0.6315 1.1645
H -1.9953 3.6084 0.7592
H -1.3466 2.8482 -0.8096
H -2.7283 1.1800 1.4260
H -1.5181 0.7258 -1.4371
H -1.6900 -1.7188 -1.9448
H -3.1617 -1.8672 -0.9809
H -1.8477 -2.9808 -0.8714
H -2.2867 -2.4503 1.5901
H -3.5193 -1.3869 1.4158
H -2.0841 -0.9044 2.2814
H 3.3599 -0.8876 -1.8007
H 3.8882 -1.3495 -0.2039
H 2.3821 -2.0939 -0.8345
H 1.4692 2.0946 -0.8788
H 0.3452 0.5510 -1.0344
H 1.5922 0.7512 -2.2179
H 2.5862 1.6045 1.4438
H 3.9840 0.5977 1.1799
H 3.4922 2.0019 0.0514
*
```

***

No. 3
Molecular formula: C11H28O7Si2
Method: DFT, wB97M-V/def2-TZVPD

Its gap between HOMO and LUMO is 9.2 eV. The value obtained for the HOMO energy is -9.03 eV. The calculation puts the strongest force on any atom at 10.60 eV/A. Its total energy is -41939.8814 eV.

Geometry as ORCA input:
```
! RIJCOSX wB97M-V def2-TZVPD def2/J DEFGRID3
* xyz 0 1
C 0.5545 2.8805 0.1592
C -0.6130 2.9256 -0.6608
Si -2.3166 2.8412 -1.6145
C -2.8187 1.0646 -2.1569
O -1.6252 0.4389 -2.8174
O -1.3047 -0.6752 -2.2211
O -3.4948 3.6832 -0.6207
Si -4.9849 2.7738 -0.4258
H 1.5553 2.5973 0.7347
H -2.1844 3.6322 -2.8626
H -3.1174 0.3372 -1.2904
H -3.6489 1.1766 -2.9918
H -1.1220 -0.5422 -1.2429
H -6.0097 3.7568 0.0096
H -4.7686 1.8277 0.6978
H -5.3903 1.9922 -1.5860
C -0.7459 -5.3006 -5.4854
O -0.1248 -4.0289 -5.3315
C -0.6961 -3.2718 -4.2616
C 0.2025 -3.2940 -3.0236
O 0.2493 -4.6010 -2.4401
C 1.4566 -5.2868 -2.7531
H -0.1463 -5.8940 -6.1810
H -0.8086 -5.8373 -4.5355
H -1.7474 -5.1740 -5.9070
H -1.7054 -3.6324 -4.0220
H -0.7849 -2.2401 -4.6137
H -0.2224 -2.6252 -2.2680
H 1.2105 -2.9349 -3.2618
H 2.2883 -4.8447 -2.1971
H 1.6720 -5.2589 -3.8253
H 1.3471 -6.3307 -2.4484
C 1.6541 1.5994 3.5146
O 2.2752 2.8711 3.6685
C 1.7039 3.6282 4.7384
C 2.6025 3.6060 5.9764
O 2.6493 2.2990 6.5599
C 3.8566 1.6132 6.2469
H 2.2537 1.0060 2.8190
H 1.5914 1.0627 4.4645
H 0.6526 1.7260 3.0930
H 0.6946 3.2676 4.9780
H 1.6151 4.6599 4.3863
H 2.1776 4.2748 6.7320
H 3.6105 3.9651 5.7382
H 4.6883 2.0553 6.8029
H 4.0720 1.6411 5.1747
H 3.7471 0.5693 6.5516
*
```

***

No. 4
Molecular formula: C2H10NO3
Method: DFT, wB97M-V/def2-TZVPD

The relative energy (zero: lowest compared OMol25 entry of this formula, charge and spin) comes out at 62.2 kJ/mol. Its gap between HOMO and LUMO is 11.2 eV. The value obtained for the HOMO energy is -14.56 eV. The calculation puts the strongest force on any atom at 1.79 eV/A. Its total energy is -9861.9816 eV.

Geometry as ORCA input:
```
! RIJCOSX wB97M-V def2-TZVPD def2/J DEFGRID3
* xyz 1 1
O 0.2212 -1.3670 1.3902
C -0.7994 -1.1863 0.7745
C -0.8468 -0.0301 -0.1956
N 0.2368 0.9260 0.0500
H -1.6533 -1.8629 0.8705
H -0.7832 -0.4349 -1.2043
H -1.8355 0.4208 -0.2202
H 1.0153 0.3689 0.5114
H 0.5176 1.4260 -0.7904
H 0.0654 1.5913 0.8013
H -2.3458 2.2543 -2.2866
H -2.0605 0.9991 -3.0528
O -1.6808 1.5523 -2.3571
H 2.7207 -1.2475 0.4818
H 2.7131 -0.4351 1.8288
O 2.6202 -0.3718 0.8749
*
```

***

No. 5
Molecular formula: C4H2F2N2
Method: DFT, wB97M-V/def2-TZVPD

The relative energy (zero: lowest compared OMol25 entry of this formula, charge and spin) comes out at 31.9 kJ/mol. Its gap between HOMO and LUMO is 12.3 eV. Its SMILES is N#CC(F)(C#N)CF. The value obtained for the HOMO energy is -12.50 eV. The calculation puts the strongest force on any atom at 4.17 eV/A. Its total energy is -12592.9605 eV.

Geometry as ORCA input:
```
! RIJCOSX wB97M-V def2-TZVPD def2/J DEFGRID3
* xyz 0 1
C 0.6818 0.5061 0.8110
C -0.4702 -0.2034 -0.1200
C -0.2633 -1.5985 -0.3889
C -0.5606 0.6935 -1.2348
H 1.6746 0.3171 0.3164
H 0.5312 1.7323 0.8479
N 0.0077 -2.6624 -0.8004
N -0.4205 1.4844 -2.0808
F 0.4896 -0.1222 2.0045
F -1.6703 -0.1469 0.6451
*
```

***

No. 6
Molecular formula: C2H4FNO
Method: DFT, wB97M-V/def2-TZVPD

The relative energy (zero: lowest compared OMol25 entry of this formula, charge and spin) comes out at 570.2 kJ/mol. Its gap between HOMO and LUMO (alpha / beta) is 10.7 / 7.3 eV. The value obtained for the HOMO energy (alpha / beta) is -9.77 / -8.00 eV. The calculation puts the strongest force on any atom at 1.80 eV/A. Its total energy is -8388.3375 eV.

Geometry as ORCA input:
```
! RIJCOSX wB97M-V def2-TZVPD def2/J DEFGRID3
* xyz 0 1
C 2.2278 0.4420 0.1339
C -2.2269 -0.2532 -0.2489
N 1.0250 0.0579 0.0002
O 0.3348 -0.7330 0.5844
F -2.0695 1.0048 0.1533
H 2.6667 1.0375 -0.5973
H 2.7792 -0.2218 0.7548
H -2.0936 -0.4326 -1.2908
H -2.6435 -0.9017 0.5104
*
```

***

What did the fourth record say?
Molecular formula: C2H10NO3
Method: DFT, wB97M-V/def2-TZVPD

The relative energy (zero: lowest compared OMol25 entry of this formula, charge and spin) comes out at 62.2 kJ/mol. Its gap between HOMO and LUMO is 11.2 eV. The value obtained for the HOMO energy is -14.56 eV. The calculation puts the strongest force on any atom at 1.79 eV/A. Its total energy is -9861.9816 eV.

Geometry as ORCA input:
```
! RIJCOSX wB97M-V def2-TZVPD def2/J DEFGRID3
* xyz 1 1
O 0.2212 -1.3670 1.3902
C -0.7994 -1.1863 0.7745
C -0.8468 -0.0301 -0.1956
N 0.2368 0.9260 0.0500
H -1.6533 -1.8629 0.8705
H -0.7832 -0.4349 -1.2043
H -1.8355 0.4208 -0.2202
H 1.0153 0.3689 0.5114
H 0.5176 1.4260 -0.7904
H 0.0654 1.5913 0.8013
H -2.3458 2.2543 -2.2866
H -2.0605 0.9991 -3.0528
O -1.6808 1.5523 -2.3571
H 2.7207 -1.2475 0.4818
H 2.7131 -0.4351 1.8288
O 2.6202 -0.3718 0.8749
*
```

***

Please write out number 4 again, unchanged.
Molecular formula: C2H10NO3
Method: DFT, wB97M-V/def2-TZVPD

The relative energy (zero: lowest compared OMol25 entry of this formula, charge and spin) comes out at 62.2 kJ/mol. Its gap between HOMO and LUMO is 11.2 eV. The value obtained for the HOMO energy is -14.56 eV. The calculation puts the strongest force on any atom at 1.79 eV/A. Its total energy is -9861.9816 eV.

Geometry as ORCA input:
```
! RIJCOSX wB97M-V def2-TZVPD def2/J DEFGRID3
* xyz 1 1
O 0.2212 -1.3670 1.3902
C -0.7994 -1.1863 0.7745
C -0.8468 -0.0301 -0.1956
N 0.2368 0.9260 0.0500
H -1.6533 -1.8629 0.8705
H -0.7832 -0.4349 -1.2043
H -1.8355 0.4208 -0.2202
H 1.0153 0.3689 0.5114
H 0.5176 1.4260 -0.7904
H 0.0654 1.5913 0.8013
H -2.3458 2.2543 -2.2866
H -2.0605 0.9991 -3.0528
O -1.6808 1.5523 -2.3571
H 2.7207 -1.2475 0.4818
H 2.7131 -0.4351 1.8288
O 2.6202 -0.3718 0.8749
*
```